1.
117
Properties=species:S:1:pos:R:3:forces:R:3 method="wB97M-V/def2-TZVPD" spin_multiplicity=1 charge=+1 homo_lumo_gap_ev=7.44 homo_ev=-12.0563
C -3.601 -1.400 -1.923 1.0641 -0.2535 0.6823
C -2.498 -2.484 -1.716 -1.5728 0.8170 -0.9375
O -2.171 -2.460 -0.335 0.7196 -0.1199 -0.3426
C -0.899 -2.988 -0.055 -0.6036 -0.5116 0.2969
C 0.269 -2.138 -0.559 0.2076 0.1698 -0.1048
C 1.042 -2.719 -1.549 -0.1710 -0.8728 -0.2353
N 2.123 -2.118 -2.074 -0.5128 0.5552 0.6234
C 2.462 -0.891 -1.662 0.7566 0.4864 -0.1759
C 1.763 -0.207 -0.678 -0.2063 -0.2014 0.5814
C 2.271 1.178 -0.337 0.6048 0.2911 -0.5840
C 2.002 2.136 -1.545 0.2886 0.4358 0.1470
C 1.731 3.596 -1.128 -0.6939 -0.0682 -0.2090
C 0.441 3.694 -0.285 1.4085 -0.1142 0.4717
O 0.088 5.080 -0.176 -1.0234 -0.1506 -0.6588
C -1.249 5.232 0.122 -0.2834 0.1503 1.3508
O -1.664 5.133 1.244 0.2512 -0.1109 -0.6978
C 0.650 -0.853 -0.095 -0.4613 -0.0761 -0.5583
C -0.115 -0.155 1.024 -0.4865 0.7182 1.3980
O 0.447 0.505 1.861 0.3490 -0.6343 -0.7026
O -1.480 -0.299 1.111 1.2547 -0.7010 -0.6355
H -4.354 -1.704 -2.654 0.2253 0.2698 0.1010
H -4.068 -1.214 -0.947 -0.1053 -0.2271 -0.4116
H -3.087 -0.466 -2.191 -0.5202 -0.1383 -0.1931
H -2.912 -3.446 -2.064 0.4397 -0.0689 0.5274
H -1.659 -2.215 -2.383 0.0985 -0.2559 0.4471
H -0.844 -4.020 -0.469 0.3699 0.7140 0.1850
H -0.833 -3.092 1.041 0.0449 0.0556 -0.3193
H 0.799 -3.712 -1.933 0.1300 0.3150 0.1416
H 2.684 -2.582 -2.781 -0.1402 0.0303 0.0282
H 3.345 -0.433 -2.114 -0.3063 -0.2437 -0.0154
H 3.368 1.105 -0.230 -0.3768 0.0075 0.1377
H 1.893 1.585 0.602 -0.0977 -0.3803 -0.2825
H 1.131 1.762 -2.105 0.2967 0.1711 -0.0289
H 2.884 2.148 -2.213 -0.6210 -0.2380 0.1864
H 2.580 4.042 -0.587 -0.2799 -0.2334 -0.0436
H 1.585 4.210 -2.032 0.0864 -0.2848 0.1996
H -0.374 3.078 -0.700 0.1596 0.3060 -0.0570
H 0.690 3.325 0.725 -0.5017 0.0465 -0.2160
H -1.954 5.482 -0.695 0.6920 -0.0368 -0.2052
H -1.618 -0.875 1.881 -0.5251 0.3536 -0.0091
C -4.947 3.296 0.471 -0.5272 0.1850 0.3871
C -4.580 1.966 1.089 0.5569 0.0128 -0.2658
O -5.650 1.088 0.720 -0.3220 0.2448 -0.1314
S -6.216 1.513 -0.725 0.3215 0.4086 0.3402
O -5.618 0.679 -1.707 -0.2666 0.1170 -0.1419
O -7.620 1.672 -0.625 -0.0492 -0.2468 -0.0934
O -5.529 2.958 -0.806 0.2351 -0.5940 -0.0813
H -5.702 3.821 1.069 0.4896 -0.5450 -0.6236
H -4.083 3.942 0.337 -0.0710 -0.0062 -0.1980
H -4.486 2.024 2.171 -0.2308 -0.1129 -0.0002
H -3.653 1.568 0.665 0.0180 0.0048 0.0568
C 1.865 -6.769 2.395 0.2214 0.1189 -0.1680
C 0.843 -5.932 3.122 -0.1293 -0.4137 0.4991
O -0.057 -5.490 2.091 0.2201 0.0613 -0.5540
S -0.161 -6.626 0.956 0.6794 -0.2489 0.8212
O -1.325 -7.394 1.203 -0.2103 0.0044 -0.4059
O 0.101 -6.022 -0.307 -0.2689 0.0340 -0.0708
O 1.114 -7.481 1.390 -0.6355 0.1560 0.0962
H 2.597 -6.149 1.894 -0.0599 -0.0818 -0.1231
H 2.373 -7.468 3.053 -0.0839 -0.1603 -0.1622
H 1.290 -5.086 3.636 -0.0943 0.1388 -0.2074
H 0.271 -6.529 3.836 0.0273 0.0185 0.0053
C -5.050 -7.102 1.463 0.5605 -0.0533 -0.2122
C -4.894 -6.657 2.900 -0.3483 -0.3890 0.2559
O -5.160 -5.251 2.873 0.1120 0.0896 -0.4597
S -6.248 -4.936 1.729 0.1645 -0.4051 0.0541
O -7.527 -4.845 2.331 -0.0701 0.1560 -0.1566
O -5.729 -3.914 0.893 -0.0638 0.1530 0.1085
O -6.153 -6.342 0.956 -0.1337 0.2002 0.4645
H -4.165 -6.853 0.874 0.0284 -0.0573 0.0478
H -5.253 -8.167 1.379 -0.2182 0.0777 -0.0847
H -3.899 -6.853 3.291 0.0360 0.2577 -0.0357
H -5.637 -7.132 3.546 0.0326 -0.0361 -0.0165
C 4.228 4.871 -4.772 0.4276 0.3280 -0.2145
C 3.529 4.562 -6.080 -0.5163 0.1751 0.1390
O 3.937 3.228 -6.401 0.2892 -0.0033 0.4004
S 4.157 2.393 -5.048 -0.0280 0.5126 -0.7385
O 2.977 1.637 -4.783 0.1266 -0.1730 0.3701
O 5.442 1.812 -5.075 -2.6053 -1.0707 -2.6218
O 4.181 3.642 -4.032 -0.4291 -0.2255 -0.1936
H 5.276 5.133 -4.933 -0.0196 0.0022 -0.0187
H 3.737 5.668 -4.218 -0.0589 -0.1888 0.1644
H 3.807 5.250 -6.874 0.1334 -0.2170 -0.1030
H 2.443 4.566 -5.961 0.0170 0.0633 -0.0017
C 5.254 -2.108 3.342 0.4189 0.3431 -0.1544
C 4.540 -2.345 2.028 -0.4900 0.1158 0.1592
O 4.925 -3.669 1.640 0.2494 -0.0344 0.2447
S 5.145 -4.566 2.960 0.1890 0.5708 0.1541
O 3.959 -5.317 3.196 0.4584 0.1769 0.2846
O 6.418 -5.173 2.884 -0.1217 -0.2699 -0.1258
O 5.194 -3.366 4.022 -0.4167 -0.2327 -0.3213
H 6.304 -1.853 3.185 -0.0267 0.0175 -0.0221
H 4.779 -1.331 3.936 -0.0556 -0.1986 0.1608
H 4.822 -1.625 1.263 0.1461 -0.2042 -0.1027
H 3.454 -2.331 2.158 0.0146 0.0737 0.0224
C 9.919 2.826 -2.392 0.3940 0.3684 -0.0541
C 8.889 3.668 -1.667 -0.1040 -0.3314 0.3649
O 7.987 4.097 -2.692 0.2784 -0.0194 -0.3908
S 7.883 2.953 -3.824 0.4836 -0.0390 0.5986
O 6.727 2.172 -3.587 2.4461 0.5887 2.5336
O 8.133 3.552 -5.084 -0.2905 0.0734 -0.0317
O 9.177 2.105 -3.382 -0.4036 0.1054 0.1468
H 10.654 3.451 -2.903 0.0013 0.0037 0.0443
H 10.433 2.136 -1.727 -0.1168 -0.1701 -0.1335
H 9.331 4.524 -1.163 -0.1233 0.1376 -0.1835
H 8.325 3.073 -0.945 0.0630 -0.0010 0.0262
C -8.407 5.628 4.628 -0.4683 0.2948 0.0476
C -8.870 4.746 3.488 0.1041 -0.5152 0.2635
O -8.260 5.316 2.323 0.1790 0.4007 0.1439
S -6.843 5.949 2.719 -0.5273 -0.0883 0.4325
O -5.822 5.004 2.404 -0.0815 0.8593 0.6990
O -6.799 7.283 2.253 0.2254 -0.0687 -0.2422
O -7.047 5.952 4.310 0.1010 -0.3522 -0.3486
H -8.978 6.557 4.671 -0.0090 -0.0278 -0.0006
H -8.464 5.124 5.590 0.2662 0.0117 -0.0119
H -9.952 4.729 3.384 0.0495 0.1432 -0.2430
H -8.501 3.724 3.599 -0.0484 0.0052 0.0316

***

2.
98
Properties=species:S:1:pos:R:3:forces:R:3 method="wB97M-V/def2-TZVPD" spin_multiplicity=1 charge=0 homo_lumo_gap_ev=8.97 homo_ev=-8.8773
C 29.714 -14.317 24.044 0.9057 -0.0773 0.0954
C 30.215 -15.611 23.371 -1.3311 0.5794 0.2795
C 30.582 -15.486 21.876 0.1237 -0.4845 1.3515
O 32.013 -15.635 21.880 0.1763 0.5294 -0.1340
C 32.467 -15.805 23.125 -0.0378 -0.0759 -0.1304
O 33.619 -15.851 23.438 -0.0300 -0.1785 -0.0203
O 31.444 -15.953 23.984 0.3912 -0.2713 0.5655
H 28.681 -14.015 23.885 0.0454 -0.1936 -0.6014
H 30.421 -13.543 23.732 -0.3373 0.3261 0.0388
H 29.813 -14.392 25.128 0.1122 -0.2544 -0.0292
H 29.470 -16.391 23.534 0.3220 -0.2703 0.0346
H 30.298 -14.478 21.587 0.0394 -0.2957 -0.8942
H 30.203 -16.348 21.341 -0.4429 0.5667 -0.6489
C 30.299 -19.797 22.537 0.4999 -0.0341 -1.1263
C 29.818 -21.069 21.837 0.7667 0.8533 0.3406
C 29.443 -22.177 22.814 -0.7446 0.7962 0.0391
O 28.086 -22.484 22.433 0.6268 -1.5082 -0.2370
C 27.618 -21.609 21.552 0.1158 1.5380 1.3815
O 26.450 -21.430 21.394 -0.2832 -0.2295 -1.0757
O 28.598 -20.760 21.139 -0.3667 -0.7501 -0.1747
H 29.508 -19.372 23.152 0.1483 -0.0414 0.2743
H 30.572 -19.085 21.753 -0.3611 0.1719 0.0114
H 31.252 -19.966 23.042 -0.3755 -0.3205 0.5273
H 30.574 -21.376 21.115 -0.1458 -0.2244 -0.0577
H 29.298 -21.777 23.818 0.6589 -0.0327 0.1384
H 30.144 -23.005 22.801 -0.3720 -0.2790 -0.1352
C 26.779 -21.626 25.185 1.1680 -0.0728 0.8510
C 25.635 -22.425 25.763 -0.1810 -0.2059 -1.0371
C 24.311 -21.710 25.929 -1.1955 1.2781 -0.3136
O 23.338 -22.599 25.380 -0.2390 -0.5096 0.4376
C 23.950 -23.587 24.708 1.0133 0.5372 -0.8491
O 23.426 -24.417 24.048 -0.4651 -0.3617 0.1322
O 25.304 -23.414 24.749 -0.3875 -0.2056 0.9701
H 27.729 -22.158 25.298 -0.1957 -0.2980 0.2625
H 26.945 -20.703 25.746 -0.2836 0.1926 -0.2554
H 26.740 -21.493 24.108 -0.7706 0.3546 0.0370
H 25.855 -22.932 26.705 0.3776 -0.1062 -0.1526
H 24.175 -20.776 25.366 0.6430 -0.1261 -0.1428
H 23.989 -21.443 26.937 0.3873 -0.4384 0.1477
C 35.167 -20.730 22.287 -0.3918 0.8806 -0.5429
C 34.429 -19.663 21.482 0.5252 -0.3923 0.4434
C 35.107 -18.304 21.468 0.5039 0.7992 0.3080
O 34.841 -17.816 20.140 0.2733 -0.0921 0.4411
C 34.529 -18.862 19.374 -0.7546 -0.4349 -1.1452
O 34.296 -18.809 18.203 0.3513 0.1926 0.1272
O 34.418 -20.009 20.078 -0.1341 0.4119 0.7869
H 36.185 -20.779 21.901 0.1018 -0.1130 0.2628
H 34.687 -21.701 22.207 -0.1006 0.0127 0.0813
H 35.131 -20.367 23.315 0.3217 -0.3632 0.1547
H 33.418 -19.532 21.878 -0.2484 -0.2694 -0.4102
H 36.186 -18.325 21.654 0.0465 -0.4052 -0.4264
H 34.758 -17.549 22.176 -0.5060 -0.2619 -0.0690
C 21.681 -20.891 22.070 -0.6429 -0.5832 0.1644
C 22.520 -20.192 21.006 -0.1299 0.1992 1.2812
C 23.044 -21.144 19.920 0.2310 -0.3599 0.7332
O 22.598 -20.539 18.722 -0.1295 -0.6739 -0.9554
C 21.697 -19.589 18.957 -0.5365 0.5867 1.5752
O 20.976 -19.049 18.190 0.1233 0.0070 -0.7773
O 21.671 -19.285 20.296 0.3893 -0.4212 -0.6211
H 22.270 -21.355 22.863 0.2348 -0.1248 -0.2634
H 21.041 -21.658 21.621 0.2683 -0.1457 -0.0821
H 20.948 -20.274 22.595 0.3903 0.6131 -0.2316
H 23.290 -19.626 21.533 0.1756 0.1502 -0.3969
H 22.614 -22.126 20.148 -0.4155 0.0490 -0.7704
H 24.107 -21.354 19.809 0.1308 0.6603 0.3978
C 32.309 -28.083 20.049 -0.5151 0.5523 0.4904
C 32.304 -27.204 21.321 1.4491 -1.0938 -2.0342
C 33.708 -26.774 21.791 -0.6705 -0.1450 1.1641
O 33.574 -25.359 21.910 0.8880 0.2891 0.2419
C 32.432 -24.941 21.383 -0.7722 0.9390 -0.1698
O 32.050 -23.806 21.346 0.3815 -0.2165 0.0657
O 31.727 -25.961 20.887 -0.4814 -0.7571 0.6624
H 31.275 -28.018 19.708 0.1248 -0.1874 -0.3972
H 32.557 -29.136 20.160 0.1327 0.0529 0.4075
H 32.977 -27.633 19.317 -0.0873 -0.0079 -0.1236
H 31.771 -27.731 22.107 -0.4705 0.6005 0.1881
H 34.574 -27.032 21.185 -0.2566 0.0626 -0.4032
H 33.871 -27.156 22.800 0.2302 -0.0001 -0.0708
C 32.546 -20.392 27.249 -0.6833 0.1972 -0.2995
S 33.368 -20.334 25.613 0.0283 -0.1494 0.8994
O 32.545 -21.240 24.752 0.0428 0.5985 -0.0078
C 32.934 -18.598 25.254 0.0494 -0.3494 0.7534
H 33.121 -20.031 28.099 0.3392 0.0464 -0.2503
H 32.204 -21.408 27.431 0.3109 -0.1176 -0.1484
H 31.650 -19.776 27.145 -0.0198 -0.0167 0.1053
H 31.867 -18.602 25.037 0.1557 0.1216 -0.7507
H 33.661 -18.228 24.536 -0.5635 0.0678 -0.5349
H 33.023 -17.941 26.123 0.3141 -0.3494 0.2255
C 31.130 -18.310 17.994 -0.7458 -0.2445 0.2455
S 29.668 -18.357 19.086 -0.4509 0.6760 -1.2602
O 29.107 -16.955 18.992 0.2310 -0.6819 0.5699
C 28.585 -19.357 17.975 0.3464 -0.0365 0.3103
H 31.329 -19.326 17.658 0.4073 0.0533 0.1405
H 31.942 -17.867 18.563 0.0874 -0.1391 -0.1080
H 30.880 -17.681 17.141 -0.0831 0.0508 0.0291
H 27.822 -19.910 18.521 0.0630 0.2498 0.3256
H 29.182 -20.090 17.434 0.0270 0.1352 -0.1079
H 28.108 -18.631 17.320 0.1384 -0.0003 -0.1239